Record 1
{
  "formula": "C17H20N6O6",
  "method": "ωB97M-V with the def2-TZVPD basis set",
  "species": ["C", "H", "O", "C", "C", "C", "C", "C", "C", "O", "C", "O", "N", "C", "H", "H", "H", "C", "H", "H", "H", "H", "H", "C", "N", "N", "C", "O", "C", "N", "C", "N", "C", "C", "N", "O", "O", "H", "C", "H", "H", "H", "H", "H", "H", "H", "H", "H", "H"],
  "positions_angstrom": [[-1.881, -4.203, -0.866], [-2.080, -3.784, -1.857], [-2.473, -3.432, 0.151], [-2.076, -2.138, 0.292], [-1.129, -1.501, -0.489], [-0.794, -0.163, -0.259], [-1.427, 0.536, 0.765], [-2.378, -0.086, 1.551], [-2.702, -1.414, 1.328], [-3.670, -2.100, 2.028], [-3.835, -1.910, 3.369], [-3.174, -1.157, 4.043], [-4.827, -2.690, 3.848], [-5.605, -3.605, 3.049], [-5.167, -3.697, 2.059], [-6.634, -3.248, 2.956], [-5.617, -4.586, 3.529], [-5.173, -2.608, 5.246], [-5.041, -3.580, 5.727], [-4.520, -1.879, 5.720], [-6.214, -2.295, 5.360], [-2.862, 0.449, 2.350], [-1.164, 1.567, 0.932], [0.206, 0.461, -1.101], [0.510, 1.687, -0.927], [1.437, 2.339, -1.669], [2.240, 1.885, -2.655], [2.286, 0.754, -3.089], [3.195, 2.981, -3.188], [4.352, 3.073, -2.334], [5.452, 2.288, -2.417], [6.352, 2.604, -1.502], [5.846, 3.618, -0.796], [4.585, 3.941, -1.280], [3.710, 4.912, -0.802], [2.559, 4.931, -1.238], [4.131, 5.682, 0.037], [6.370, 4.069, 0.022], [5.616, 1.211, -3.415], [5.728, 1.629, -4.416], [6.510, 0.646, -3.170], [4.750, 0.551, -3.413], [2.687, 3.945, -3.232], [3.521, 2.682, -4.186], [1.512, 3.321, -1.397], [0.660, -0.170, -1.863], [-0.630, -2.030, -1.287], [-0.800, -4.298, -0.721], [-2.340, -5.188, -0.792]],
  "atomic_forces_ev_per_a": [[0.101, -0.112, -0.164], [0.022, -0.009, 0.033], [-0.102, 0.254, 0.231], [-0.310, 0.051, 0.399], [0.073, 0.129, -0.019], [-0.638, -0.169, 0.637], [0.126, -0.173, -0.269], [-0.142, -0.133, 0.042], [0.324, -0.041, -0.231], [-0.061, 0.018, -0.157], [0.080, 0.003, 0.249], [0.207, 0.162, -0.059], [-0.067, -0.114, -0.108], [-0.053, -0.077, -0.200], [-0.092, -0.062, 0.050], [-0.014, -0.060, -0.018], [-0.027, -0.007, -0.026], [0.129, 0.172, 0.124], [-0.028, -0.001, 0.012], [-0.097, -0.074, 0.034], [-0.013, -0.020, 0.031], [-0.028, 0.001, 0.025], [0.005, 0.112, 0.055], [0.676, 0.101, -0.688], [-0.483, -0.235, 0.482], [-0.021, 0.497, -0.022], [0.316, 0.452, -0.238], [-0.108, -0.305, -0.027], [-0.672, -0.283, -0.330], [0.239, 0.216, 0.263], [-0.064, 0.129, 0.099], [0.373, -0.382, -0.134], [-0.864, 0.480, -0.080], [1.339, -0.693, 0.044], [-0.187, 0.398, 0.356], [-0.230, 0.266, -0.022], [-0.039, 0.013, -0.018], [0.025, 0.156, 0.178], [-0.100, -0.114, -0.126], [0.007, -0.025, -0.091], [0.034, 0.023, 0.014], [-0.007, -0.053, -0.071], [0.218, -0.158, -0.065], [-0.096, 0.011, 0.171], [0.112, -0.485, -0.220], [0.079, 0.164, -0.001], [0.029, -0.093, -0.084], [-0.034, 0.014, -0.015], [0.063, 0.054, -0.046]],
  "lowdin_charge": [-0.0803, 0.0976, -0.0671, -0.1906, 0.0332, -0.2040, -0.0181, 0.0166, -0.1458, 0.0845, -0.5117, 0.0976, -0.1363, -0.0339, 0.0891, 0.0936, 0.0913, -0.0356, 0.0919, 0.0880, 0.0925, 0.1185, 0.1084, -0.0847, 0.0813, 0.0585, -0.4278, 0.0665, -0.0234, 0.0518, -0.3240, 0.1249, -0.0309, -0.1479, -0.3327, 0.0303, 0.1050, 0.1198, 0.0079, 0.0924, 0.0889, 0.0754, 0.1252, 0.1352, 0.1145, 0.1131, 0.1090, 0.0979, 0.0942],
  "e_homo_ha": -0.2999,
  "relative_energy_ev": 0.016,
  "largest_force_ev_per_a": 1.5,
  "smiles": "COc1cc(/C=N/NC(=O)Cn2c([N+](=O)[O-])cnc2C)ccc1OC(=O)N(C)C"
}


Record 2
{
  "formula": "C17H21BF3NO2S2",
  "method": "ωB97M-V with the def2-TZVPD basis set",
  "species": ["C", "C", "C", "C", "O", "C", "N", "C", "B", "F", "F", "F", "C", "C", "C", "C", "C", "C", "C", "O", "H", "H", "H", "H", "H", "H", "H", "H", "H", "H", "H", "H", "H", "H", "C", "C", "S", "C", "S", "C", "H", "H", "H", "H", "H", "H", "H"],
  "positions_angstrom": [[4.442, -2.496, -1.253], [4.380, -1.114, -1.865], [5.443, -0.281, -1.182], [4.590, -1.160, -3.372], [3.026, -0.517, -1.693], [2.544, -0.355, -0.436], [1.218, 0.174, -0.418], [0.406, 0.403, 0.711], [1.095, 0.133, 2.159], [0.116, 0.508, 3.093], [1.320, -1.252, 2.202], [2.187, 1.020, 2.189], [-0.823, 0.859, 0.296], [-0.787, 1.011, -1.141], [0.476, 0.545, -1.562], [0.833, 0.522, -2.891], [-0.071, 0.982, -3.853], [-1.309, 1.510, -3.448], [-1.661, 1.547, -2.095], [3.183, -0.645, 0.551], [3.702, -3.169, -1.702], [5.448, -2.919, -1.393], [4.251, -2.404, -0.180], [5.473, 0.741, -1.579], [5.218, -0.252, -0.112], [6.429, -0.750, -1.321], [4.553, -0.154, -3.809], [5.566, -1.595, -3.622], [3.820, -1.769, -3.860], [-1.706, 1.103, 0.879], [1.810, 0.161, -3.167], [0.196, 0.956, -4.909], [-2.002, 1.887, -4.194], [-2.615, 1.948, -1.757], [-6.551, 0.124, 3.499], [-6.062, 1.532, 3.763], [-4.637, 2.095, 2.774], [-3.591, 0.777, 2.620], [-4.065, -0.834, 2.563], [-5.482, -0.934, 3.700], [-7.373, -0.093, 4.189], [-6.929, 0.066, 2.478], [-6.844, 2.271, 3.531], [-5.760, 1.670, 4.805], [-2.525, 1.005, 2.605], [-5.061, -0.915, 4.710], [-5.872, -1.941, 3.495]],
  "atomic_forces_ev_per_a": [[-0.283, -0.495, 0.211], [0.118, -0.059, 0.063], [0.181, 0.538, 0.254], [-0.243, 0.106, -0.298], [0.212, -0.119, 0.243], [0.541, -0.298, 1.207], [-0.167, 0.127, -1.201], [0.134, -0.263, -0.132], [-0.742, 0.311, -1.431], [-0.453, 0.093, 1.103], [0.307, 0.156, 0.966], [-0.061, -0.423, 0.983], [0.573, -0.007, -0.504], [0.248, -0.019, -0.186], [0.085, 0.009, 0.195], [-0.007, 0.104, -1.017], [-0.206, 0.145, 0.552], [0.048, -0.072, 0.222], [0.100, -0.414, -0.081], [-0.947, 0.396, -1.217], [0.129, 0.072, 0.070], [-0.322, 0.126, -0.078], [0.058, -0.256, -0.257], [0.016, -0.149, 0.067], [0.246, 0.146, -0.246], [-0.327, 0.161, -0.079], [-0.013, -0.138, 0.136], [-0.202, 0.088, 0.240], [0.090, 0.093, 0.132], [0.563, 0.051, 0.051], [-0.219, 0.065, -0.218], [-0.059, 0.016, 0.266], [0.082, -0.001, 0.095], [0.078, -0.005, -0.235], [0.012, -0.110, -0.200], [-0.285, 0.107, -0.203], [0.963, 0.160, 0.658], [-1.432, -0.107, 0.700], [1.165, -0.033, 0.619], [-0.283, -0.107, -0.334], [0.012, 0.076, -0.121], [-0.152, -0.082, 0.053], [0.252, -0.230, 0.103], [0.014, 0.048, -0.153], [0.143, -0.044, -0.962], [-0.020, -0.064, -0.201], [0.053, 0.303, 0.165]],
  "lowdin_charge": [-0.0310, -0.5600, -0.0307, -0.0325, 0.0073, -0.3962, 0.1316, -0.0086, -1.0572, 0.0750, 0.1002, 0.1040, 0.0115, -0.1753, -0.1419, -0.0125, -0.0934, -0.1156, -0.0548, 0.1038, 0.0950, 0.0949, 0.0858, 0.0952, 0.0852, 0.0952, 0.0888, 0.0912, 0.0889, 0.0548, 0.0926, 0.0940, 0.0881, 0.0946, -0.2853, -0.4236, 1.0318, -0.6893, 1.0457, -0.4203, 0.1288, 0.1233, 0.0943, 0.0960, 0.0364, 0.1009, 0.0933],
  "e_homo_ha": -0.2544,
  "relative_energy_ev": 1.596,
  "largest_force_ev_per_a": 1.6
}


Record 3
{
  "formula": "C17H21BrO5",
  "method": "ωB97M-V with the def2-TZVPD basis set",
  "species": ["C", "C", "H", "H", "O", "C", "C", "C", "C", "C", "O", "H", "H", "H", "H", "H", "H", "H", "H", "C", "C", "C", "O", "C", "O", "O", "H", "H", "C", "C", "C", "C", "C", "C", "H", "H", "Br", "H", "H", "H", "H", "H", "H", "H"],
  "positions_angstrom": [[-0.687, -1.833, -3.086], [-1.257, -1.625, -1.694], [-2.182, -1.034, -1.737], [-1.487, -2.588, -1.217], [-0.284, -0.940, -0.918], [-0.659, -0.696, 0.397], [0.562, -0.157, 1.153], [0.248, 0.094, 2.633], [-0.152, -1.160, 3.429], [-1.624, -1.175, 3.866], [-2.542, -1.401, 2.830], [-2.525, -0.661, 2.206], [-1.777, -2.002, 4.565], [-1.854, -0.236, 4.392], [0.449, -1.219, 4.337], [0.050, -2.060, 2.846], [1.142, 0.531, 3.085], [-0.542, 0.845, 2.708], [1.351, -0.908, 1.066], [1.014, 1.152, 0.468], [-0.184, 1.998, 0.186], [-1.429, 1.512, 0.212], [-1.750, 0.210, 0.475], [-2.596, 2.395, -0.031], [-2.509, 3.572, -0.276], [-3.761, 1.751, 0.054], [-4.495, 2.364, -0.110], [-0.045, 3.042, -0.042], [1.836, 0.877, -0.775], [1.376, 1.190, -2.047], [2.136, 0.902, -3.166], [3.369, 0.297, -3.007], [3.857, -0.011, -1.750], [3.086, 0.285, -0.641], [3.469, 0.051, 0.342], [4.825, -0.475, -1.639], [4.415, -0.117, -4.545], [1.772, 1.144, -4.153], [0.410, 1.656, -2.170], [1.661, 1.696, 1.168], [-1.049, -1.617, 0.859], [-1.399, -2.381, -3.698], [0.241, -2.394, -3.025], [-0.479, -0.873, -3.550]],
  "atomic_forces_ev_per_a": [[-0.072, 0.085, 0.437], [-0.199, -0.123, -0.181], [0.092, -0.092, 0.027], [-0.008, 0.104, -0.028], [-0.043, 0.136, 0.100], [0.534, -0.720, 0.293], [-0.273, 0.208, -0.032], [0.052, -0.289, -0.126], [-0.416, 0.211, 0.064], [0.439, -0.108, 0.347], [-0.228, 0.017, -0.458], [-0.047, -0.003, 0.053], [0.020, 0.132, 0.023], [0.043, -0.091, 0.019], [0.044, -0.062, 0.017], [0.038, -0.124, 0.033], [-0.029, 0.082, -0.044], [0.021, 0.093, 0.033], [-0.041, 0.014, 0.013], [-0.025, -0.358, -0.031], [-0.414, -0.132, 0.122], [0.553, 0.115, 0.039], [-0.200, 0.202, -0.002], [-0.128, 0.696, -0.157], [0.056, -0.143, 0.027], [-0.369, -0.509, 0.084], [0.327, 0.126, -0.003], [-0.135, 0.129, -0.052], [0.167, 0.220, -0.088], [0.202, 0.036, 0.093], [0.096, -0.015, -0.100], [0.115, -0.062, -0.167], [0.085, -0.055, -0.126], [-0.146, 0.114, -0.064], [0.036, -0.034, 0.136], [0.065, -0.025, -0.009], [-0.104, 0.044, 0.152], [-0.016, 0.012, -0.073], [-0.111, 0.009, -0.026], [-0.087, -0.054, -0.013], [0.049, 0.261, -0.083], [-0.057, -0.055, -0.100], [0.099, -0.076, -0.050], [0.014, 0.082, -0.098]],
  "lowdin_charge": [-0.0554, -0.2275, 0.1270, 0.1283, -0.0669, -0.3121, -0.1832, -0.1335, -0.1624, -0.2722, -0.0599, 0.0648, 0.1169, 0.1200, 0.1101, 0.1150, 0.1186, 0.1221, 0.1544, -0.1999, 0.0467, -0.1680, 0.0097, -0.4636, 0.1155, 0.1388, 0.1394, 0.1393, -0.1818, -0.0287, -0.1202, -0.6831, -0.1205, -0.0283, 0.1198, 0.1005, 0.7143, 0.1026, 0.1187, 0.1576, 0.1605, 0.0764, 0.0810, 0.0690],
  "e_homo_ha": -0.3254,
  "relative_energy_ev": 0.000,
  "largest_force_ev_per_a": 0.9,
  "smiles": "CCO[C@@H]1OC(C(=O)O)=C[C@H](c2ccc(Br)cc2)[C@H]1CCCO"
}


Record 4
{
  "formula": "C17H21ClN4",
  "method": "ωB97M-V with the def2-TZVPD basis set",
  "species": ["C", "N", "C", "C", "C", "C", "C", "N", "N", "C", "C", "N", "C", "C", "H", "H", "H", "H", "C", "C", "C", "C", "C", "C", "C", "H", "H", "H", "H", "Cl", "H", "H", "H", "H", "H", "H", "H", "H", "H", "H", "H", "H", "H"],
  "positions_angstrom": [[-2.489, -1.041, -1.786], [-2.988, -1.218, -0.584], [-3.667, -2.214, -0.203], [-4.204, -2.147, 1.087], [-3.792, -1.024, 1.355], [-3.179, -0.384, 0.491], [-2.551, 0.847, 0.566], [-1.850, 1.384, -0.759], [-1.270, 2.575, -0.862], [-0.072, 2.430, -1.709], [1.131, 2.292, -0.935], [0.731, 1.750, 0.279], [0.322, 2.563, 1.054], [-0.852, 3.461, 0.416], [-1.763, 3.489, 0.882], [-0.664, 4.320, 0.109], [1.096, 3.354, 1.440], [-0.090, 2.278, 2.197], [1.985, 0.997, 0.966], [1.872, -0.457, 0.576], [3.018, -1.163, -0.022], [2.911, -2.346, -0.300], [1.811, -2.977, -0.539], [0.582, -2.408, -0.038], [0.692, -1.008, 0.066], [-0.128, -0.647, 0.590], [-0.293, -3.147, -0.313], [1.828, -3.929, -1.033], [3.870, -2.958, -0.638], [4.645, -0.426, 0.301], [2.879, 1.479, 0.885], [1.610, 0.798, 1.970], [1.917, 2.991, -0.901], [1.668, 1.141, -1.486], [-0.403, 1.657, -2.439], [0.038, 3.648, -2.158], [-2.514, 1.551, 1.157], [-3.981, -0.358, 2.724], [-4.845, -2.764, 1.719], [-4.079, -3.018, -0.733], [-1.381, -0.981, -1.612], [-3.084, -0.085, -2.126], [-2.840, -1.967, -2.447]],
  "atomic_forces_ev_per_a": [[0.460, 0.872, -6.002], [-2.104, 0.575, 4.925], [-4.052, -7.439, 1.202], [-2.782, -8.572, -2.372], [-2.435, 8.680, 15.545], [6.038, 6.130, -5.562], [4.440, -0.984, -12.583], [-3.392, -3.261, 5.651], [1.101, 1.512, 1.728], [-2.996, 5.666, -3.066], [2.620, -7.364, -2.711], [8.184, -11.501, -4.728], [-6.666, 13.090, 13.155], [-0.832, -10.657, -0.535], [-1.932, 0.051, 2.100], [2.363, 7.563, -2.925], [-0.506, -0.419, -0.549], [0.815, -0.353, -2.921], [-6.333, -2.668, 0.083], [2.994, 0.205, -5.909], [0.636, 11.617, 6.574], [7.179, -9.506, -4.742], [-6.757, -2.405, 1.115], [1.444, -2.563, -4.855], [-0.606, -1.869, 4.635], [-2.145, 1.678, -0.081], [1.048, 2.395, 1.085], [-0.091, -0.507, 0.271], [-1.691, 1.522, 0.774], [-0.792, -0.466, -0.427], [2.310, 1.300, -0.300], [0.454, 1.391, 0.724], [0.705, 1.439, -0.008], [-0.877, 3.609, 1.213], [0.989, 0.806, 0.257], [-0.470, -3.518, 0.205], [-0.265, 6.146, 6.839], [0.531, -1.915, -4.211], [0.421, -0.243, -0.895], [0.511, -0.934, -1.938], [-0.841, 0.482, -1.473], [2.174, -1.556, -0.468], [1.148, 1.971, 1.182]],
  "lowdin_charge": [-0.0790, -0.1209, -0.1371, -0.0798, -0.2190, -0.3450, 0.0965, 0.0568, -0.1865, -0.1864, -0.2028, -0.2111, -0.3709, 0.0174, 0.0741, 0.0205, 0.1379, 0.1741, -0.0436, -0.1695, -0.5597, -0.2605, -0.0961, -0.0164, -0.0662, 0.0821, 0.1435, 0.1065, 0.1711, 0.6275, 0.0623, 0.1289, 0.1065, 0.2185, 0.1204, 0.1790, -0.0148, 0.2269, 0.1256, 0.1141, 0.0899, 0.1414, 0.1436],
  "e_homo_ha": -0.2356,
  "relative_energy_ev": 1.335,
  "largest_force_ev_per_a": 19.7
}